## i
A structure of composition C30H26N5O7S4Sc. Source: the OMol25 dataset; level of theory: ωB97M-V/def2-TZVPD.

Calculated values
2S+1 ... 2
Lowest unoccupied orbital energy (alpha / beta) ... 2.27 / 2.27 eV
Charge ... -1
Frontier orbital gap (alpha / beta) ... 4.71 / 5.73 eV

Each line ends with the Löwdin spin population.
Atoms and positions in Å:
Sc -0.244 -0.463 0.541  0.02
O -0.184 2.116 -3.052  0.22
C -0.185 1.695 -1.887  0.18
N -0.121 0.228 -1.645  0.01
C 0.493 -0.499 -2.772  0.00
C -0.556 -1.468 -3.226  -0.01
C -0.589 -2.337 -4.274  0.00
C -1.712 -3.156 -4.455  -0.01
C -2.771 -3.045 -3.564  0.00
C -2.727 -2.144 -2.520  -0.01
N -1.617 -1.381 -2.356  0.00
C -0.197 2.451 -0.704  0.13
C -0.255 3.870 -0.765  0.06
C -0.228 4.600 0.382  0.05
C -0.141 3.927 1.623  0.13
C -0.107 2.550 1.610  0.00
N -0.149 1.802 0.505  0.17
H 1.405 -1.010 -2.468  0.00
H 0.718 0.225 -3.556  0.00
H 0.267 -2.392 -4.933  0.00
H -1.750 -3.862 -5.273  0.00
H -3.658 -3.654 -3.672  0.00
H -3.510 -1.979 -1.797  0.00
H -0.310 4.323 -1.745  0.00
H -0.266 5.683 0.346  0.00
H -0.106 4.459 2.562  0.01
H -0.053 2.002 2.542  0.00
O -0.285 -2.014 4.381  0.00
S 0.314 -1.323 3.268  0.00
O 0.630 -2.150 2.109  0.00
O -0.495 -0.190 2.763  0.00
C 1.839 -0.638 3.905  0.00
C 1.833 -0.405 5.276  0.00
C 2.942 0.129 5.911  0.00
C 4.072 0.429 5.171  0.00
C 4.083 0.203 3.804  0.00
C 2.978 -0.328 3.151  0.00
S 3.175 -0.527 1.367  0.00
O 3.420 -1.937 1.132  0.00
O 4.270 0.339 1.014  0.00
O 1.890 -0.053 0.823  0.00
H 0.946 -0.662 5.837  0.00
H 2.920 0.307 6.979  0.00
H 4.946 0.846 5.655  0.00
H 4.948 0.453 3.206  0.00
S -1.953 -3.205 0.639  0.00
C -2.799 -2.802 2.037  0.00
N -2.518 -3.439 3.205  0.00
C -3.099 -3.170 4.397  0.00
C -4.074 -2.232 4.485  0.00
C -4.419 -1.529 3.307  0.00
C -3.803 -1.798 2.122  0.00
H -1.727 -4.067 3.165  0.00
H -2.718 -3.723 5.241  0.00
H -4.535 -2.014 5.435  0.00
H -5.172 -0.753 3.350  0.00
H -4.015 -1.246 1.218  0.00
S -2.615 0.246 -0.348  0.01
C -1.383 -0.453 -1.349  0.01
N 1.068 -2.775 -0.395  0.00
C 1.306 -3.552 -1.547  0.00
C 0.422 -4.564 -1.923  0.00
C 0.663 -5.320 -3.058  0.00
C 1.781 -5.081 -3.846  0.00
C 2.666 -4.078 -3.472  0.00
C 2.439 -3.325 -2.331  0.00
H 1.952 -2.527 0.053  0.00
H 0.512 -3.303 0.264  0.00
H -0.456 -4.753 -1.316  0.00
H -0.038 -6.099 -3.332  0.00
H 1.965 -5.672 -4.734  0.00
H 3.552 -3.888 -4.066  0.00
H 3.146 -2.563 -2.022  0.00

---

## ii
A structure of composition C30H26N5O7S4Sc. Source: the OMol25 dataset; level of theory: ωB97M-V/def2-TZVPD.

Calculated values
2S+1 ... 2
Lowest unoccupied orbital energy (alpha / beta) ... 2.49 / 2.16 eV
Charge ... -1
Frontier orbital gap (alpha / beta) ... 6.04 / 6.89 eV

Each line ends with the Löwdin spin population.
Atoms and positions in Å:
Sc -0.302 -0.156 -0.223  -0.01
O -2.921 -2.617 -2.626  0.00
C -2.361 -1.754 -1.939  0.00
N -1.066 -1.577 -1.710  0.01
C -0.207 -2.644 -2.183  0.02
C 0.036 -3.744 -1.168  0.16
C 0.176 -5.042 -1.564  0.01
C 0.386 -6.093 -0.659  0.24
C 0.391 -5.778 0.704  0.01
C 0.232 -4.491 1.116  0.18
N 0.106 -3.440 0.206  0.08
C -3.223 -0.777 -1.171  0.00
C -4.586 -0.715 -1.411  0.00
C -5.357 0.145 -0.652  0.00
C -4.742 0.903 0.333  0.00
C -3.376 0.780 0.513  0.00
N -2.626 -0.043 -0.224  0.00
H 0.753 -2.223 -2.483  0.01
H -0.654 -3.129 -3.052  0.00
H 0.096 -5.242 -2.625  0.00
H 0.505 -7.110 -1.002  0.02
H 0.515 -6.545 1.457  -0.01
H 0.229 -4.185 2.149  0.01
H -4.991 -1.351 -2.184  0.00
H -6.425 0.220 -0.819  0.00
H -5.304 1.583 0.957  0.00
H -2.852 1.353 1.263  0.00
O 1.263 2.543 2.352  0.00
S 0.625 2.219 1.112  0.00
O 1.400 1.319 0.232  0.00
O -0.711 1.614 1.221  0.00
C 0.391 3.764 0.243  0.00
C 0.501 4.898 1.037  0.00
C 0.260 6.158 0.511  0.00
C -0.098 6.287 -0.818  0.00
C -0.200 5.160 -1.620  0.00
C 0.047 3.892 -1.111  0.00
S -0.009 2.571 -2.344  0.00
O 1.388 2.326 -2.675  0.00
O -0.804 3.092 -3.422  0.00
O -0.644 1.416 -1.684  0.00
H 0.779 4.770 2.074  0.00
H 0.351 7.032 1.144  0.00
H -0.297 7.264 -1.240  0.00
H -0.477 5.241 -2.662  0.00
S 2.544 -1.322 -0.843  0.00
C 3.797 -0.297 -1.307  0.00
N 3.540 0.952 -1.772  0.00
C 4.482 1.850 -2.123  0.00
C 5.804 1.542 -2.033  0.00
C 6.142 0.252 -1.569  0.00
C 5.174 -0.643 -1.225  0.00
H 2.563 1.255 -1.871  0.00
H 4.096 2.798 -2.472  0.00
H 6.557 2.265 -2.310  0.00
H 7.184 -0.026 -1.474  0.00
H 5.417 -1.625 -0.849  0.00
S -0.229 -1.624 2.181  0.14
C 0.027 -2.150 0.612  0.12
N 3.232 -0.574 2.762  0.00
C 4.285 0.316 2.755  0.00
C 4.432 1.255 1.729  0.00
C 5.529 2.098 1.697  0.00
C 6.504 2.044 2.686  0.00
C 6.349 1.131 3.722  0.00
C 5.260 0.278 3.760  0.00
H 2.902 -0.864 3.667  0.00
H 2.482 -0.420 2.105  0.00
H 3.651 1.332 0.984  0.00
H 5.615 2.816 0.889  0.00
H 7.358 2.708 2.659  0.00
H 7.090 1.079 4.512  0.00
H 5.158 -0.440 4.567  0.00

---

On energetic grounds, ii is preferred over the next structure by 104.0 kJ/mol.

---

## i
A structure of composition H4NO2SSi. Source: the OMol25 dataset; level of theory: ωB97M-V/def2-TZVPD.

Calculated values
Lowest unoccupied orbital energy (alpha / beta) ... 1.54 / 1.54 eV
Charge ... -1
Frontier orbital gap (alpha / beta) ... 5.56 / 5.56 eV

Each line ends with the Mulliken charge.
Atoms and positions in Å:
N -1.444 0.973 0.287  -0.65
O 2.884 1.217 -0.107  -0.75
O 0.340 -1.194 0.443  -0.07
Si -1.071 -0.534 -0.163  0.24
S 1.642 -1.127 -0.329  0.16
H 2.418 1.987 -0.469  0.25
H -1.779 1.106 1.232  0.15
H -1.770 -1.592 0.705  -0.16
H -1.220 -0.837 -1.601  -0.17

---

## ii
A structure of composition H4NO2SSi. Source: the OMol25 dataset; level of theory: ωB97M-V/def2-TZVPD.

Calculated values
Lowest unoccupied orbital energy (alpha / beta) ... 3.74 / 3.74 eV
Charge ... -1
Frontier orbital gap (alpha / beta) ... 6.66 / 6.66 eV

Each line ends with the Mulliken charge.
Atoms and positions in Å:
N 0.581 -1.234 1.123  -0.54
O -2.061 2.756 -0.310  -0.50
O -0.989 -0.026 -0.748  -0.54
Si 0.509 -0.392 -0.375  0.38
S -1.817 1.876 -1.528  0.19
H 1.459 -1.098 1.505  0.18
H -0.146 -1.032 1.772  0.23
H 1.496 0.589 -0.163  -0.21
H 0.969 -1.439 -1.275  -0.19

---

On energetic grounds, ii is preferred over the next structure by 328.1 kJ/mol.